{
  "formula": "C5H7N2O3P",
  "method": "wB97M-V/def2-TZVPD",
  "e_above_lowest_kcal_mol": 223.6,
  "e_tot_ha": -870.93863,
  "homo_energy_ev": -8.30,
  "lumo_ha": -0.0014,
  "symbols": ["C", "C", "C", "C", "C", "N", "N", "O", "O", "O", "P", "H", "H", "H", "H", "H", "H", "H"],
  "xyz": [[-1.15911, 0.49841, -0.25644], [-0.79048, -0.70997, 0.07982], [2.52967, 1.56709, -0.83959], [0.69729, -0.70304, 0.56941], [-1.14538, 1.77623, -0.14750], [3.32148, 0.76290, -0.54523], [-1.23986, -2.02664, 0.00253], [-2.24373, -2.46992, -0.94463], [-0.00155, -2.89412, -0.14557], [4.22386, 0.00107, 0.18028], [1.46262, -2.24751, -0.02103], [1.28673, 0.13901, 0.25967], [0.56304, -0.72566, 1.66340], [-0.83659, 2.55505, -0.96133], [-1.64466, 2.24538, 0.63262], [-2.01908, -3.33188, -0.77672], [5.09432, 0.20242, -0.14379], [1.38169, -1.66093, -1.35656]],
  "lowdin_charge": [-0.054, -0.282, 0.063, -0.353, -0.006, -0.133, -0.084, 0.057, -0.459, 0.032, 0.884, -0.010, 0.092, 0.102, 0.031, 0.036, 0.110, -0.026]
}

***

{
  "formula": "C4H4LiLuO5",
  "method": "wB97M-V/def2-TZVPD",
  "e_above_lowest_kcal_mol": 149.6,
  "e_tot_ha": -1773.63402,
  "multiplicity": 2,
  "total_charge": 1,
  "homo_energy_ev": [-10.47, -10.81],
  "lumo_ha": [-0.1494, -0.1754],
  "symbols": ["O", "C", "C", "O", "O", "C", "H", "H", "H", "H", "O", "C", "O", "Li", "Lu"],
  "xyz": [[0.87624, 0.24418, -0.40758], [1.55120, 1.07492, 0.32182], [0.01871, -0.79530, 0.60712], [1.50131, 2.29566, 0.15843], [1.90341, 0.40960, 1.43469], [1.31548, -0.88363, 1.46114], [-0.90823, -0.27556, 0.86127], [-0.48730, -1.58654, 1.17604], [1.96394, -1.66435, 1.06267], [1.05253, -1.11853, 2.49263], [-2.37552, -1.27608, -1.53986], [-1.72314, -0.34037, -1.31373], [-1.84513, 0.95791, -1.62131], [-0.00653, 2.87270, -0.92372], [-2.83698, 0.08541, -3.76961]],
  "mulliken_spin": [0.038, 0.013, 0.089, 0.012, -0.002, 0.018, -0.040, 0.009, 0.001, 0.000, 0.151, 0.513, 0.133, -0.002, 0.067]
}

***

{
  "formula": "C4H5NO2",
  "method": "wB97M-V/def2-TZVPD",
  "e_above_lowest_kcal_mol": 91.2,
  "e_tot_ha": -360.52402,
  "homo_energy_ev": -8.79,
  "smiles": "CC1=C(O)N1C=O",
  "lumo_ha": 0.0237,
  "symbols": ["C", "C", "C", "O", "N", "C", "O", "H", "H", "H", "H", "H"],
  "xyz": [[-1.76631, -0.66896, 0.16360], [-0.62445, 0.23623, 0.05633], [0.24509, 1.15816, 0.00957], [0.43700, 2.45176, -0.22068], [1.14289, 0.22375, 0.54308], [1.67157, -0.82222, -0.20499], [1.02225, -1.58945, -0.87811], [-1.66113, -1.53653, -0.49326], [-1.91798, -1.00307, 1.19462], [-2.66256, -0.10942, -0.13630], [1.36051, 2.63597, -0.00021], [2.75313, -0.97623, -0.03363]],
  "lowdin_charge": [-0.044, 0.037, -0.433, 0.129, 0.124, -0.356, 0.028, 0.081, 0.091, 0.095, 0.125, 0.122]
}

***

{
  "formula": "C13H14Cl2F3N2O13PtS",
  "method": "wB97M-V/def2-TZVPD",
  "e_tot_ha": -3328.21554,
  "multiplicity": 4,
  "total_charge": -2,
  "homo_energy_ev": [-1.75, -2.27],
  "lumo_ha": [0.1413, 0.1412],
  "symbols": ["Pt", "Cl", "O", "O", "O", "O", "Cl", "O", "O", "O", "O", "C", "F", "F", "F", "S", "O", "O", "O", "O", "C", "C", "O", "H", "H", "H", "H", "N", "C", "C", "C", "C", "C", "H", "H", "H", "H", "H", "N", "C", "C", "C", "C", "C", "H", "H", "H", "H", "H"],
  "xyz": [[0.13649, 0.11390, -0.09330], [2.69705, -1.13757, -2.24533], [3.27119, 0.02967, -1.72210], [3.20194, -2.29231, -1.51035], [1.31543, -1.12574, -1.88915], [2.88565, -1.33268, -3.65755], [-1.19264, 1.33641, 3.00790], [-1.26154, 0.70723, 1.74684], [-1.42202, 0.44053, 4.06274], [0.09438, 1.97858, 3.13668], [-2.26229, 2.29826, 3.09024], [2.96275, -0.51049, 3.61243], [1.81171, -0.33326, 4.25114], [3.99101, -0.08108, 4.37630], [3.05605, -1.79591, 3.34737], [3.00382, 0.48890, 1.93108], [4.30636, 0.27594, 1.28307], [1.86914, -0.00634, 1.11091], [2.83091, 1.92562, 2.29783], [0.88195, 2.24820, -0.31779], [0.78331, 2.76943, -1.68053], [1.59347, 4.11098, -2.12788], [1.36918, 5.39159, -1.52193], [-0.26705, 3.01085, -1.84347], [1.03337, 1.96314, -2.37008], [1.71576, 4.31208, -3.19216], [2.63265, 3.96855, -1.83134], [-0.40267, -1.92799, 0.65597], [0.49647, -2.86437, 1.07326], [0.23980, -4.08930, 1.70512], [-1.05774, -4.38908, 2.01080], [-2.11137, -3.52333, 1.54135], [-1.71038, -2.38685, 0.75194], [1.54783, -2.67929, 0.90959], [0.96676, -4.82933, 2.00560], [-1.25712, -5.28546, 2.57926], [-3.13148, -3.77985, 1.78628], [-2.39684, -1.66238, 0.33926], [-1.77464, 0.37563, -1.25607], [-2.21456, -0.50317, -2.21309], [-3.03204, -0.11979, -3.25736], [-3.54560, 1.19590, -3.38382], [-3.37808, 2.00370, -2.27931], [-2.50070, 1.53517, -1.28021], [-1.92581, -1.54377, -2.22549], [-3.31869, -0.84537, -4.00420], [-4.20794, 1.52053, -4.17269], [-3.98538, 2.88290, -2.12243], [-2.33762, 2.16089, -0.41517]],
  "mulliken_spin": [1.448, 0.010, 0.000, 0.003, 0.044, 0.006, 0.007, 0.050, 0.005, -0.001, 0.007, 0.009, 0.000, 0.001, 0.000, 0.015, 0.008, 0.058, -0.001, 0.189, -0.001, 0.008, 0.885, 0.005, 0.003, 0.020, 0.074, 0.068, -0.011, 0.006, -0.006, 0.007, -0.005, 0.004, 0.000, 0.000, 0.000, 0.003, 0.064, 0.007, 0.007, 0.002, 0.004, -0.004, 0.002, -0.001, 0.000, 0.000, 0.002]
}

***

Number 1: maximum force 4.6 eV Å⁻¹. Number 2: maximum force 6.1 eV Å⁻¹. Number 3: maximum force 0.6 eV Å⁻¹. Number 4: maximum force 5.0 eV Å⁻¹.